A cluster of 2 separate species, C6H7N in total at a distorted geometry. Source: the Open Molecules 2025 dataset; level of theory: ωB97M-V/def2-TZVPD.

Each line ends with the Löwdin charge.
Element x y z (Å)
1 C -1.631 0.646 0.051  -0.14
2 C -1.476 -0.781 0.045  -0.18
3 C 0.037 -0.693 -0.109  -0.16
4 C 1.333 -1.179 -0.006  -0.09
5 C 1.200 1.214 -0.134  -0.14
6 C -0.127 0.781 -0.206  -0.16
7 H -2.292 1.098 -0.633  0.08
8 H -1.582 1.297 1.216  0.21
9 H -1.984 -1.472 0.704  0.12
10 H -1.861 -1.089 -0.871  0.09
11 H 1.785 -2.067 0.082  0.06
12 H 3.061 0.000 -0.739  0.28
13 H 1.591 2.193 0.338  0.12
14 N 1.945 0.053 0.262  -0.07

The lowest unoccupied orbital energy is 0.4466 eV. The calculation puts the relative energy (zero: lowest compared OMol25 entry of this formula, charge and spin) at 6.899 eV. The value obtained for the total energy is -7818.7484 eV. For the gap between HOMO and LUMO, the calculation gives 8.781 eV.